--- A ---
A single C5H8S molecule. Source: the OMol25 dataset; level of theory: the ωB97M-V functional and the def2-TZVPD basis.

E_LUMO ... 0.132 eV
Total charge ... 0
HOMO ... -8.5 eV
Orbital gap ... 8.61 eV

Element x y z (Å)
C 1.0455 0.4808 -1.4331
C 0.5430 -0.3452 -0.2873
C -0.9323 -0.7675 -0.3652
C -0.4596 0.3819 0.6009
C -0.4633 -0.0085 1.9303
S -0.8352 0.9571 3.1636
H 0.3912 0.4562 -2.2943
H 2.1048 0.1708 -1.6310
H 1.2051 1.5654 -1.1791
H 1.2770 -0.9623 0.3378
H -1.5790 -0.5397 -1.3249
H -1.1543 -1.7229 0.0613
H -0.7949 1.4053 0.3717
H -0.3480 -1.0713 2.0492

Per-atom Löwdin charges, elementary charge units:
1 C -0.09
2 C -0.30
3 C -0.05
4 C -0.37
5 C -0.71
6 S 0.68
7 H 0.07
8 H 0.09
9 H 0.09
10 H 0.16
11 H 0.15
12 H 0.08
13 H 0.14
14 H 0.06

***

--- B ---
A single C5H8S molecule. Source: the OMol25 dataset; level of theory: the ωB97M-V functional and the def2-TZVPD basis.

E_LUMO ... -0.823 eV
Total charge ... 0
HOMO ... -8.6 eV
Orbital gap ... 7.80 eV

Element x y z (Å)
C -1.0346 -1.5596 0.1738
C 0.2522 -1.5258 -0.3017
C 1.2204 -0.4077 -0.0162
S 2.8818 -0.3716 0.0496
C 0.3834 0.7297 0.5800
C -0.1422 1.7052 -0.4205
H -1.6155 -2.4360 -0.2035
H -1.8575 -0.9692 1.0175
H 0.7200 -2.2312 -1.2081
H 1.0231 1.2374 1.3373
H -0.5960 0.1585 1.0775
H -1.1306 2.3504 0.0922
H 0.5067 2.2615 -1.0183
H -0.6112 1.0583 -1.1596

Per-atom Löwdin charges, elementary charge units:
1 C -0.03
2 C -0.20
3 C -0.78
4 S 0.68
5 C -0.36
6 C -0.13
7 H 0.05
8 H 0.17
9 H 0.16
10 H 0.10
11 H 0.10
12 H 0.16
13 H 0.04
14 H 0.05

***

Short version: B is the least stable of them.

***

--- A ---
2 unconnected molecules or ions with the total composition C5H8S. Source: the OMol25 dataset; level of theory: the ωB97M-V functional and the def2-TZVPD basis.

E_LUMO ... 0.986 eV
Total charge ... 0
HOMO ... -8.4 eV
Orbital gap ... 9.39 eV

Element x y z (Å)
C 0.1996 -1.8009 -0.0193
C 0.8003 -0.7763 -0.6390
C 2.0106 -0.8747 -1.4293
S 0.1833 0.8762 -0.4043
H 0.5520 -2.7871 -0.3319
H -0.6746 -1.4736 0.6600
H 2.7784 -0.4388 -0.9182
H 2.3210 -1.8484 -1.6352
H 1.9122 -0.3766 -2.3073
H -0.7371 0.4410 0.4937
C -1.8893 2.6605 1.6015
C -2.7563 1.8398 1.6747
H -1.1972 3.5391 1.6599
H -3.5030 1.0197 1.5947

Per-atom Löwdin charges, elementary charge units:
1 C -0.04
2 C -0.77
3 C -0.13
4 S 0.77
5 H 0.06
6 H 0.07
7 H 0.06
8 H 0.07
9 H 0.05
10 H -0.15
11 C -0.06
12 C -0.04
13 H 0.06
14 H 0.05

***

--- B ---
A single C5H8S molecule. Source: the OMol25 dataset; level of theory: the ωB97M-V functional and the def2-TZVPD basis.

E_LUMO ... -0.339 eV
Total charge ... 0
HOMO ... -8.2 eV
Orbital gap ... 7.84 eV

Element x y z (Å)
C 3.2579 -0.3414 -0.1522
C 2.0364 0.3486 -0.3569
S 1.0217 0.6665 0.9290
C -0.3568 0.5468 -0.1068
C -1.6615 0.2219 0.6280
C -2.7310 0.0385 -0.4339
H 2.9863 -1.2644 -0.6516
H 3.7506 -0.5693 0.7853
H 4.1014 0.0873 -0.8339
H -1.6098 -0.6636 1.2501
H -1.8695 1.1829 1.1591
H -2.6049 -0.9115 -1.0447
H -2.6265 0.8310 -1.1422
H -3.6942 -0.1734 -0.0292

Per-atom Löwdin charges, elementary charge units:
1 C -0.27
2 C -0.45
3 S 0.87
4 C -0.30
5 C -0.38
6 C -0.16
7 H 0.08
8 H 0.06
9 H 0.12
10 H 0.09
11 H 0.12
12 H 0.09
13 H 0.06
14 H 0.05

***

Short version: B is the least stable of them.

***

--- A ---
A molecular structure, C5H8S. Source: the OMol25 dataset; level of theory: the ωB97M-V functional and the def2-TZVPD basis.

E_LUMO ... 0.911 eV
Total charge ... 0
HOMO ... -8.3 eV
Orbital gap ... 9.18 eV

Element x y z (Å)
C -1.0005 -0.3001 0.8936
C -1.8910 0.6691 0.7104
C 0.0579 0.1312 -0.0580
C 0.1317 -0.6588 -1.3754
C 1.4257 0.3372 0.4967
S -0.8837 1.7395 -0.3240
H -1.1545 -1.0271 1.6496
H -2.9192 0.6808 1.1153
H 0.4752 -0.0442 -2.2105
H -0.8906 -0.8798 -1.7635
H 0.9380 -1.6587 -1.3016
H 2.2316 0.7511 -0.1124
H 1.9136 -0.6348 0.7583
H 1.5657 0.8947 1.5215

Per-atom Löwdin charges, elementary charge units:
1 C -0.20
2 C -0.37
3 C -0.79
4 C -0.12
5 C -0.14
6 S 0.88
7 H 0.10
8 H 0.08
9 H 0.05
10 H 0.08
11 H 0.16
12 H 0.07
13 H 0.08
14 H 0.12

***

--- B ---
A single C5H8S molecule. Source: the OMol25 dataset; level of theory: the ωB97M-V functional and the def2-TZVPD basis.

E_LUMO ... 0.945 eV
Total charge ... 0
HOMO ... -8.6 eV
Orbital gap ... 9.59 eV

Element x y z (Å)
C 0.1604 -2.1196 -2.2268
C -0.3317 -1.3333 -1.0981
C -0.8125 -0.5109 -0.3051
C -1.1386 0.3158 0.8529
S -0.6927 2.0719 0.6326
C 0.8785 2.1273 1.5004
H -0.5764 -2.8985 -2.5793
H 1.1330 -2.6048 -1.8839
H 0.4000 -1.5256 -3.0738
H -2.1675 0.2159 1.2335
H -0.5273 -0.0953 1.6791
H 1.7149 1.6961 0.9303
H 0.8927 1.5572 2.4569
H 1.0674 3.1039 1.8813

Per-atom Löwdin charges, elementary charge units:
1 C -0.12
2 C -0.09
3 C -0.11
4 C -0.52
5 S 0.80
6 C -0.45
7 H 0.09
8 H 0.10
9 H 0.05
10 H 0.08
11 H 0.08
12 H 0.04
13 H 0.05
14 H 0.01

***

Short version: A is the least stable of them.

***

--- A ---
A single C8H8 molecule. Source: the OMol25 dataset; level of theory: the ωB97M-V functional and the def2-TZVPD basis.

E_LUMO ... 0.188 eV
Total charge ... 0
HOMO ... -8.5 eV
Orbital gap ... 8.65 eV

Element x y z (Å)
C 2.9371 1.0798 0.4868
C 1.6239 1.1424 0.6996
C 2.4043 -0.0098 -0.2564
C 1.1421 -0.3797 -0.7088
C 1.9115 -1.5380 -0.3841
C 0.1797 0.3913 -0.0174
C -0.4251 1.4542 -0.8909
C -0.8032 -0.3175 0.9912
H 2.4661 -2.1099 -1.2321
H 1.7985 -2.1342 0.4548
H -1.4143 1.0116 -1.2092
H 0.1533 1.4487 -1.8436
H -0.6871 2.4730 -0.3793
H -1.3530 -1.1100 0.3256
H -1.5189 0.4224 1.3481
H -0.3637 -0.8273 1.7921

Per-atom Löwdin charges, elementary charge units:
1 C 0.01
2 C 0.10
3 C -0.20
4 C -0.22
5 C 0.02
6 C -0.43
7 C -0.06
8 C -0.01
9 H 0.13
10 H 0.07
11 H 0.10
12 H 0.10
13 H 0.13
14 H 0.13
15 H 0.08
16 H 0.05

***

--- B ---
A single C8H8 molecule. Source: the OMol25 dataset; level of theory: the ωB97M-V functional and the def2-TZVPD basis.

E_LUMO ... 0.349 eV
Total charge ... 0
HOMO ... -8.6 eV
Orbital gap ... 8.90 eV

Element x y z (Å)
C 2.3654 1.3905 2.0550
C 1.4170 1.0315 1.3793
C 0.4767 0.3665 0.5644
C 1.0932 -0.6008 -0.3140
C 1.0573 -0.6035 -1.6467
C -0.8454 0.5585 0.7528
C -1.9913 -0.1472 0.2332
C -2.1446 -0.6560 -0.9794
H 3.1388 1.8165 2.5968
H 1.7674 -1.2891 0.2017
H 0.5411 0.2136 -2.0440
H 1.5692 -1.3817 -2.2145
H -1.1301 1.3174 1.4116
H -2.8622 -0.1823 0.9363
H -3.0239 -1.2561 -1.1653
H -1.4287 -0.5780 -1.7672

Per-atom Löwdin charges, elementary charge units:
1 C 0.15
2 C -0.10
3 C -0.29
4 C -0.14
5 C 0.03
6 C -0.05
7 C -0.17
8 C 0.03
9 H 0.01
10 H 0.12
11 H 0.05
12 H 0.07
13 H 0.09
14 H 0.12
15 H 0.06
16 H 0.03

***

Short version: A is the least stable of them.

***

--- A ---
2 unconnected molecules or ions with the total composition C8H8. Source: the OMol25 dataset; level of theory: the ωB97M-V functional and the def2-TZVPD basis.

E_LUMO ... 0.469 eV
Total charge ... 0
HOMO ... -7.8 eV
Orbital gap ... 8.29 eV

Element x y z (Å)
C -0.8367 -0.9997 -0.2301
C 0.1452 -0.8449 -1.2219
C 1.3326 -0.2738 -0.7921
C 1.5731 -0.0401 0.5510
C 0.6019 -0.2025 1.4894
C -0.7087 -0.6405 1.1274
H -1.8313 -1.0852 -0.7532
H -0.1351 -1.1061 -2.2514
H 2.0592 0.1142 -1.4962
H 2.4263 0.6329 0.7995
H 0.8473 -0.0309 2.4628
H -1.4368 -0.8796 1.8370
C -0.9724 1.2622 0.1907
C -1.2188 1.4372 -0.9249
H -0.3051 0.8668 1.1165
H -1.5409 1.7899 -1.9045

Per-atom Löwdin charges, elementary charge units:
1 C -0.14
2 C -0.09
3 C -0.09
4 C -0.09
5 C -0.17
6 C -0.14
7 H 0.14
8 H 0.12
9 H 0.11
10 H 0.13
11 H 0.10
12 H 0.12
13 C -0.10
14 C -0.01
15 H 0.06
16 H 0.06

***

--- B ---
A molecular structure, C8H8. Source: the OMol25 dataset; level of theory: the ωB97M-V functional and the def2-TZVPD basis.

E_LUMO (spin up / spin down) ... -0.225 / -0.225 eV
Total charge ... 0
HOMO (spin up / spin down) ... -8.6 / -8.6 eV
Orbital gap (spin up / spin down) ... 8.33 / 8.33 eV

Element x y z (Å)
C 0.2481 1.0108 -1.5875
C 0.4244 -0.1707 -2.0087
C 0.2533 0.2383 0.4822
C -0.7803 1.0243 0.4578
C 0.3675 1.6246 -0.3084
C 0.5399 -1.0485 -0.9545
C -2.1710 1.3758 0.7752
C 1.8955 -1.7522 -0.7358
H 0.9067 2.5063 -0.1538
H -0.3806 -1.6406 -0.7828
H -2.1462 2.1737 1.5560
H -2.7172 0.4960 0.7402
H -2.4931 1.9739 -0.1667
H 2.7166 -1.0061 -0.5548
H 2.0018 -2.3572 -1.6619
H 1.7256 -2.5489 -0.0820

Per-atom Löwdin charges, elementary charge units:
1 C 0.07
2 C -0.08
3 C 0.09
4 C -0.28
5 C -0.18
6 C -0.26
7 C -0.03
8 C -0.07
9 H 0.10
10 H 0.13
11 H 0.10
12 H 0.05
13 H 0.12
14 H 0.11
15 H 0.09
16 H 0.04

***

--- C ---
A single C8H8 molecule. Source: the OMol25 dataset; level of theory: the ωB97M-V functional and the def2-TZVPD basis.

E_LUMO ... -0.005 eV
Total charge ... 0
HOMO ... -8.1 eV
Orbital gap ... 8.12 eV

Element x y z (Å)
C -0.9478 -1.0877 2.0971
C -1.4478 -0.0307 1.3257
C -0.4664 0.4572 0.1675
C -0.4923 1.7228 -0.3406
C 0.8815 1.8153 -1.1014
C 1.3457 0.5743 -1.2933
C 0.6197 -0.4030 -0.5415
C 0.7645 -1.6809 -0.8272
H 0.0858 -1.4898 1.7916
H -1.4567 -1.6043 2.8642
H -2.2783 0.6796 1.6501
H -1.3807 2.4960 -0.3650
H 0.8106 2.7177 -1.8245
H 2.2238 0.4379 -1.8008
H 0.2041 -2.5389 -0.3808
H 1.5343 -2.0655 -1.4211

Per-atom Löwdin charges, elementary charge units:
1 C -0.01
2 C -0.09
3 C -0.20
4 C -0.03
5 C -0.06
6 C -0.12
7 C -0.26
8 C 0.09
9 H 0.07
10 H 0.02
11 H 0.11
12 H 0.14
13 H 0.12
14 H 0.08
15 H 0.09
16 H 0.05

***

Short version: B is the least stable of them.